285
Properties=species:S:1:pos:R:3:mulliken_charge:R:1 method="wB97M-V/def2-TZVPD" orbital_gap_ev=6.036 total_energy_ha=-4958.43586 homo_ev=-15.18 total_charge=+6
H -5.938 -6.533 0.796 0.448
H -5.505 5.294 1.939 0.442
C 0.958 0.401 1.064 -0.676
C -8.367 7.328 1.628 -0.815
H -3.964 3.590 -6.035 0.375
H 1.995 0.413 0.728 0.450
C -7.352 -3.253 4.139 -1.436
H -1.189 3.775 -4.688 0.264
H -4.154 8.093 -4.849 0.363
H -2.555 8.912 10.358 0.370
H 7.116 -12.111 -1.118 0.387
F -0.821 -5.476 8.351 -0.379
C 5.839 7.600 -6.093 -0.938
C -7.314 -5.578 3.119 -0.752
H -1.197 11.048 10.063 0.425
H 3.951 4.334 -3.492 0.396
C 1.636 -11.130 2.642 -0.628
H 1.480 9.578 9.242 0.599
H -6.153 -4.897 4.832 0.322
H 2.817 11.697 -4.786 0.385
H -4.133 9.087 1.783 0.285
H -4.839 -7.719 1.602 0.359
H -6.733 -3.403 -10.193 0.351
H -8.208 -3.415 4.794 0.373
H -6.940 -8.762 1.805 0.433
C 1.024 -9.880 2.067 -0.554
H 3.677 -10.451 2.560 0.406
H 5.255 -10.493 0.717 0.450
C -8.656 -8.389 3.051 -0.565
H 2.649 -12.456 -0.988 0.408
H 6.344 8.603 -3.472 0.425
H -2.353 -2.255 -11.617 0.381
H 2.833 -13.343 0.593 0.409
H -7.209 2.943 -0.541 0.379
C 1.535 -1.758 2.362 -0.638
H 6.687 6.920 -3.769 0.551
H -2.247 9.952 11.956 0.265
F -2.976 -6.044 8.102 -0.394
H 0.032 8.216 5.761 0.320
C 3.115 -11.308 2.188 -0.672
H 1.492 -4.580 4.378 0.402
N -6.768 7.086 1.601 0.069
N -2.698 6.216 -6.414 0.213
H 11.143 -2.918 2.772 0.406
F -4.138 -2.244 -3.856 -0.434
C -5.850 9.258 0.531 -0.765
H -1.487 7.899 -5.488 0.472
C 2.370 -12.510 0.065 -1.123
H 13.032 -6.251 -0.052 0.302
H 3.246 -9.255 0.422 0.607
H 1.734 -10.948 3.713 0.405
C 4.579 5.926 -4.883 -0.720
H -2.962 5.860 -4.252 0.426
H 1.843 10.375 -4.286 0.335
C -5.920 9.070 2.971 -0.755
H 3.924 5.808 -5.747 0.468
H 13.777 -3.883 -1.715 0.285
H -4.550 6.560 -7.370 0.403
H -3.673 5.090 -7.974 0.439
C 4.679 5.790 -2.241 -0.661
H 0.049 -9.815 2.550 0.337
C 11.611 -4.219 -1.331 -0.583
H -0.771 -3.193 -8.391 0.336
H 10.821 -5.753 0.720 0.417
H -9.405 -7.604 3.153 0.302
H 4.338 7.970 -2.016 0.280
H 3.292 8.049 -5.751 0.473
H -6.719 -4.419 -8.807 0.347
H -2.086 9.126 8.646 0.271
H -4.204 10.579 -5.182 0.378
N 3.174 -11.264 0.635 0.186
H -2.223 -0.559 3.273 0.439
C -7.178 -7.889 5.179 -0.677
H -1.971 -4.932 -9.286 0.381
H -4.889 10.640 1.940 0.389
H 14.069 -3.570 0.818 0.440
H -7.620 -5.297 2.111 0.420
H 1.282 -12.501 0.129 0.397
C -6.522 5.534 1.629 -0.874
H 2.410 10.360 -5.911 0.359
C -1.242 10.345 12.110 -0.578
H -7.881 -7.455 1.172 0.470
H 6.200 8.628 -6.100 0.403
C -5.122 -4.783 -10.253 -0.608
H 2.904 -4.031 3.580 0.367
H 1.939 -1.775 -0.345 0.393
H -5.537 9.316 3.962 0.423
C -3.634 8.547 -5.692 -0.163
C -2.363 7.802 -6.129 -0.680
C -1.215 -0.461 2.869 -0.574
F 5.513 -5.835 0.325 -0.424
C 13.569 -5.324 -0.254 -0.745
C 3.735 8.321 -4.793 -0.782
H 11.219 -3.701 -2.206 0.414
C 10.920 -5.044 1.542 -0.726
H -6.816 7.556 -0.503 0.445
H -1.088 5.915 -7.801 0.337
F 4.834 -5.644 -1.699 -0.394
C -3.589 6.126 -7.646 -1.030
H -1.222 8.779 6.671 0.378
H -1.190 7.503 12.578 0.359
C -0.852 1.002 2.722 -0.605
C -3.328 10.042 -5.548 -1.431
H -9.130 -9.246 2.572 0.402
N 5.020 7.415 -4.794 -0.195
C 0.600 1.276 2.319 -0.637
C -0.255 8.058 12.496 -0.859
C -1.120 -4.645 -6.818 -1.469
C 5.121 7.245 -2.239 -0.650
C -6.461 -4.522 3.856 -0.171
H 9.002 -6.064 3.353 0.362
H 12.753 -3.361 3.090 0.435
C -3.843 -4.173 -10.885 -0.659
H -3.510 3.521 -4.382 0.429
H 0.338 7.432 13.163 0.466
H 0.050 -3.207 3.275 0.351
H 10.204 -6.811 4.416 0.389
N 0.616 -1.112 1.212 -0.134
H 0.727 2.334 2.091 0.399
C -3.370 5.506 -5.199 -0.636
H -4.056 -3.641 -11.813 0.422
F -5.142 -4.189 -3.428 -0.379
H 0.084 7.038 10.617 0.344
H 12.460 -1.926 2.045 0.346
H -5.172 -6.977 4.416 0.710
C 12.129 -2.932 2.306 -1.046
H -1.171 -3.300 -10.830 0.388
H 3.979 5.642 -1.419 0.303
H -2.537 10.400 -4.889 0.364
C -5.473 -6.842 1.732 -0.976
H -5.124 7.160 2.961 0.418
H -3.076 6.625 -8.469 0.360
H -1.810 3.746 -7.772 0.325
H -1.889 -5.041 -6.155 0.387
C -2.559 -4.175 -8.768 -0.927
H 2.487 -1.770 1.832 0.447
H 6.768 7.029 -6.094 0.434
H -0.842 -5.598 -7.268 0.408
H -7.008 5.071 2.488 0.545
C 5.884 7.616 -3.527 -0.670
H -7.778 5.299 -0.109 0.359
H -0.531 5.977 -6.080 0.520
H 0.375 10.883 10.815 0.405
B 5.973 -5.692 -0.970 0.641
H -4.952 -5.957 2.100 0.388
H -7.800 -2.899 3.210 0.361
H -8.655 8.285 2.065 0.387
C 13.047 -4.682 -1.585 -0.669
H -7.798 -9.807 4.462 0.346
H 9.938 -4.574 1.582 0.334
H -5.696 -5.333 -11.000 0.448
H 0.341 0.724 0.226 0.424
H -5.832 -1.873 -8.437 0.391
H -9.142 -8.938 5.093 0.359
H -6.930 9.480 2.989 0.325
H 1.245 1.075 3.175 0.311
C -7.004 3.365 0.443 -1.405
C -1.612 -3.549 -7.796 -0.074
H 0.589 -2.954 0.036 0.384
H -1.469 -0.767 0.815 0.476
H -7.768 3.050 1.154 0.363
H 2.149 -3.002 4.740 0.376
H -3.097 -4.883 -11.242 0.504
H 2.562 -10.079 -0.999 0.438
C -8.262 -8.821 4.461 -0.715
H 1.577 -1.082 3.216 0.418
H -3.039 10.450 -6.517 0.376
H 5.429 5.339 -5.231 0.472
H 13.929 -4.982 1.839 0.447
C -6.016 -7.592 4.104 -0.953
H 11.472 -4.999 3.695 0.398
C 6.817 -12.424 -0.118 -1.466
H -6.842 -2.400 4.586 0.381
H -1.091 1.492 3.666 0.368
H -5.442 -8.433 3.716 0.479
H -5.240 7.239 0.257 0.438
H -1.891 7.509 9.436 0.277
H 14.632 -5.543 -0.354 0.435
C 4.660 -11.244 0.197 -0.900
F -5.206 -2.444 -1.907 -0.418
H -0.232 3.737 -7.105 0.408
H 4.216 9.958 -3.499 0.292
H 7.380 -13.356 -0.071 0.385
H -1.989 -2.715 -7.205 0.270
H -1.441 1.427 1.910 0.273
C -1.708 3.470 -5.597 -0.742
C -0.624 10.448 10.770 -0.653
C -0.491 7.971 6.686 -1.233
C 2.520 -9.996 0.087 -0.849
H 1.268 8.306 11.161 0.379
H 3.468 -12.278 2.539 0.350
H 0.561 7.020 8.228 0.393
H -6.725 9.851 0.263 0.384
H -5.121 9.550 -0.224 0.344
H 0.206 -1.498 -0.821 0.452
H -1.071 -2.329 1.514 0.573
C 5.351 -12.647 0.216 -0.052
H 1.634 -9.018 2.340 0.243
H -6.878 -8.350 6.120 0.464
C 3.998 9.791 -4.554 -0.316
H 9.897 -7.526 2.786 0.342
H 1.062 -12.029 2.418 0.341
H 2.894 5.699 -3.392 0.301
H -4.970 -3.198 -7.689 0.372
H 0.299 -10.348 0.070 0.342
C 1.054 -9.762 0.594 -0.725
F -3.273 -3.542 -2.297 -0.385
C -7.573 -7.927 2.105 -0.636
H -3.383 -4.686 -8.269 0.374
C -1.872 8.590 9.571 -0.768
H 4.841 10.177 -5.127 0.373
H 5.283 -12.909 1.272 0.268
H -2.187 8.266 -7.099 0.375
F -2.170 -4.469 6.825 -0.421
N -0.477 9.072 10.045 0.111
C 0.220 8.037 11.031 -0.540
C 0.533 9.202 8.856 -0.784
H 12.103 -6.270 2.884 0.338
H 7.311 -11.651 0.469 0.365
H 1.042 -3.906 1.983 0.237
H -1.648 2.382 -5.572 0.452
H 1.542 8.139 7.505 0.484
H -0.617 -0.862 3.688 0.278
C 13.483 -4.474 0.985 -0.611
H -4.398 8.366 -6.448 0.259
C 1.029 -3.181 2.796 -0.157
C -1.298 5.627 -6.771 -0.728
H -8.785 7.247 0.625 0.387
H 13.132 -5.339 -2.450 0.375
C 2.713 10.617 -4.896 -1.391
C 1.927 -3.690 3.924 -1.521
C 0.508 8.035 7.833 -0.645
H 0.477 9.982 13.293 0.336
H -4.893 -5.573 -9.538 0.308
H 5.179 7.469 -6.951 0.400
H 5.491 5.095 -2.030 0.354
H -6.727 7.175 3.700 0.498
C -3.236 3.988 -5.328 -0.976
C -5.104 9.581 1.793 -0.679
C 11.430 -3.278 -0.088 -0.673
C -6.057 -3.866 -9.474 -0.725
H -5.598 -4.191 3.280 0.284
N 12.003 -3.988 1.180 0.095
H -4.422 5.791 -5.210 0.486
H 3.074 7.958 -4.007 0.408
C -1.944 -2.553 -10.652 -0.983
F 6.757 -6.818 -1.239 -0.434
H -8.228 -5.754 3.688 0.355
C -6.894 4.843 0.338 -0.142
H 4.803 -13.414 -0.332 0.343
B -1.843 -5.651 7.470 0.587
F 6.755 -4.600 -1.206 -0.381
H -1.684 -1.737 -9.977 0.405
H 0.136 10.048 8.294 0.496
C -4.078 -2.230 -9.425 -0.714
B -4.462 -3.156 -2.852 0.619
C 0.890 -1.913 -0.081 -0.991
C -5.295 -2.797 -8.649 -0.656
N -3.111 -3.310 -9.904 0.008
H 0.759 -8.744 0.338 0.423
H 10.391 -3.059 0.157 0.476
C -1.246 4.084 -6.903 -0.640
C 9.945 -6.611 3.376 -1.286
H -4.475 -1.687 -10.282 0.484
H 10.904 -5.047 -1.278 0.371
C -6.119 7.603 2.903 -0.772
C -6.193 7.756 0.369 -0.665
C -0.874 -1.259 1.584 -0.886
C 3.941 5.423 -3.516 -0.540
N -6.616 -6.907 2.795 -0.039
H -8.779 6.522 2.236 0.362
C -0.477 9.491 13.097 -0.770
H -7.650 -6.967 5.519 0.260
H -6.016 3.000 0.724 0.325
C 11.167 -5.715 2.931 -0.483
H 12.124 -2.444 -0.188 0.410
H -1.368 11.353 12.504 0.395
H 4.747 -10.863 -0.821 0.477
H -0.800 9.436 14.137 0.414
H -0.362 -4.225 -6.157 0.370
H -6.149 5.101 -0.415 0.306
H -3.525 -1.568 -8.758 0.480
F -1.436 -6.629 6.630 -0.387
H -1.098 7.067 6.635 0.342
H 5.801 7.408 -1.404 0.450